# 1
{"formula": "C20H14LiN3O2S5", "method": "ωB97M-V/def2-TZVPD", "e_tot_ev": -83918.878, "homo_lumo_gap_ev": 3.8346, "e_homo_ev": -0.21, "lumo_ev": 3.626, "spin_multiplicity": 1, "total_charge": -2, "max_force_ha_per_bohr": 0.0128, "elements": ["Li", "S", "S", "S", "S", "O", "C", "O", "C", "C", "C", "C", "C", "C", "C", "C", "C", "N", "H", "H", "H", "H", "H", "H", "S", "C", "C", "C", "N", "C", "C", "C", "C", "C", "N", "C", "C", "H", "H", "H", "H", "H", "H", "H", "H"], "coordinates": [[0.8117, -0.1813, 0.0448], [3.0981, 0.6591, -0.9824], [2.2320, 1.3236, -2.7613], [0.8743, -0.1016, -3.3378], [-0.7067, 0.0143, -1.9744], [0.6962, -1.2013, 3.8047], [0.7190, -0.7045, 2.6647], [0.9043, -1.2469, 1.5514], [0.4148, 0.8117, 2.5970], [0.0487, 1.5342, 3.7700], [-0.2747, 2.8481, 3.6547], [-0.2278, 3.4799, 2.3822], [-0.5471, 4.8455, 2.1605], [-0.4802, 5.3688, 0.9016], [-0.0911, 4.5599, -0.2007], [0.2233, 3.2451, -0.0224], [0.1543, 2.6914, 1.2853], [0.4567, 1.3709, 1.4192], [0.0302, 0.9945, 4.7074], [-0.5706, 3.4300, 4.5237], [-0.8401, 5.4605, 3.0057], [-0.7220, 6.4135, 0.7400], [-0.0430, 4.9876, -1.1946], [0.5214, 2.5918, -0.8393], [-4.5803, -0.1574, 5.1714], [-3.6858, -0.2160, 3.6349], [-2.9731, -1.3511, 3.2898], [-2.2199, -1.3267, 2.1200], [-2.1555, -0.2618, 1.3298], [-2.8602, 0.8164, 1.6599], [-3.6524, 0.8894, 2.7973], [-3.3002, 0.6312, 6.1401], [-3.2957, 2.0033, 6.3210], [-2.2873, 2.5754, 7.0895], [-1.3160, 1.8732, 7.6650], [-1.3169, 0.5583, 7.4679], [-2.2861, -0.1065, 6.7218], [-2.9635, -2.2197, 3.9345], [-1.5881, -2.1625, 1.8399], [-2.7570, 1.6728, 1.0000], [-4.1888, 1.7960, 3.0463], [-4.0602, 2.6193, 5.8658], [-2.2655, 3.6493, 7.2415], [-0.5052, -0.0008, 7.9188], [-2.2335, -1.1775, 6.5796]], "lowdin_charge": [0.36, -0.33, -0.35, -0.33, -0.34, -0.04, -0.68, -0.11, -0.19, 0.00, -0.02, -0.17, -0.07, -0.11, -0.08, 0.00, -0.21, 0.12, 0.10, 0.10, 0.10, 0.09, 0.10, 0.04, 0.95, -0.54, -0.07, -0.12, 0.11, -0.12, -0.08, -0.52, -0.09, -0.16, 0.05, -0.14, -0.07, 0.10, 0.12, 0.12, 0.10, 0.10, 0.10, 0.11, 0.11]}

***

# 2
{"formula": "As3F18Rb", "method": "ωB97M-V/def2-TZVPD", "e_above_lowest_ev": 0.326, "e_tot_ev": -232102.808, "homo_lumo_gap_ev": 11.2522, "e_homo_ev": -7.36, "lumo_ev": 3.892, "spin_multiplicity": 1, "total_charge": -2, "max_force_ha_per_bohr": 0.0250, "elements": ["Rb", "As", "F", "F", "F", "F", "F", "F", "As", "F", "F", "F", "F", "F", "F", "As", "F", "F", "F", "F", "F", "F"], "coordinates": [[0.4245, 1.1942, -0.4386], [-2.2712, -1.0203, -3.3102], [-1.6535, 0.2880, -2.2433], [-1.2539, -0.3543, -4.5401], [-2.8347, -2.2532, -4.4176], [-3.1610, -1.6586, -1.9681], [-3.6521, -0.0633, -3.7504], [-0.9447, -2.0525, -2.7809], [4.4712, 1.3571, 0.5432], [2.7811, 1.0496, 0.9675], [4.2285, 3.0678, 0.8610], [6.1173, 1.6826, 0.0476], [4.7338, -0.3289, 0.1963], [3.8898, 1.5746, -1.1001], [4.9348, 1.1243, 2.2032], [-2.2650, -0.5290, 2.8112], [-2.2953, -1.7892, 1.6153], [-2.8771, -1.6358, 4.0236], [-2.2758, 0.7108, 4.0645], [-1.6065, 0.6078, 1.6391], [-3.8649, -0.0459, 2.2982], [-0.6254, -0.9260, 3.2787]], "lowdin_charge": [0.99, 0.74, -0.39, -0.27, -0.28, -0.25, -0.27, -0.28, 0.74, -0.39, -0.28, -0.27, -0.26, -0.29, -0.26, 0.74, -0.25, -0.28, -0.29, -0.35, -0.27, -0.27]}

***

# 3
{"formula": "C17H23ClN2Ti", "method": "ωB97M-V/def2-TZVPD", "e_above_lowest_ev": 0.000, "e_tot_ev": -56605.949, "homo_lumo_gap_ev": 7.6620, "e_homo_ev": -16.10, "lumo_ev": -8.443, "spin_multiplicity": 1, "total_charge": 2, "max_force_ha_per_bohr": 0.0484, "elements": ["C", "C", "C", "C", "Cl", "H", "H", "H", "H", "H", "H", "H", "H", "H", "C", "C", "C", "H", "C", "C", "H", "H", "H", "H", "C", "C", "C", "H", "C", "C", "H", "H", "H", "H", "Ti", "N", "C", "C", "N", "C", "H", "H", "H", "H"], "coordinates": [[-0.0225, -0.0172, -3.4920], [1.3646, 0.5769, -3.7993], [-0.2481, -1.3533, -4.2314], [-1.1214, 1.0092, -3.8255], [-0.1178, -0.3943, -1.7739], [-0.2160, -1.2243, -5.3194], [-1.2201, -1.7726, -3.9370], [0.5159, -2.0797, -3.9216], [1.4693, 0.7548, -4.8733], [2.1738, -0.0946, -3.4838], [1.5179, 1.5327, -3.2830], [-1.1412, 1.2037, -4.9014], [-0.9510, 1.9617, -3.3077], [-2.1125, 0.6465, -3.5197], [1.1738, -1.4962, 3.3286], [0.6163, -2.6113, 2.6075], [1.0947, -2.5664, 1.2637], [0.0356, -3.4186, 3.0459], [1.9701, -1.4484, 1.1473], [2.0343, -0.7946, 2.4227], [2.6810, 0.0371, 2.6881], [1.0192, -1.2434, 4.3689], [0.9258, -3.3113, 0.4923], [2.5747, -1.2164, 0.2719], [-1.9606, 0.3139, 2.7268], [-1.8214, -1.0300, 3.2298], [-2.0895, -1.9352, 2.1400], [-1.6046, -1.2881, 4.2724], [-2.3682, -1.1737, 0.9642], [-2.2904, 0.2139, 1.3197], [-2.5472, 1.0439, 0.6581], [-1.8561, 1.2246, 3.3104], [-2.1746, -3.0167, 2.2187], [-2.7286, -1.5585, 0.0128], [-0.1719, -0.5756, 1.8044], [0.4260, 3.6515, 1.1380], [1.6980, 3.2158, 0.7479], [1.6712, 1.8618, 0.8015], [0.3976, 1.4457, 1.2269], [-0.3219, 2.5683, 1.4017], [0.0965, 4.6138, 1.1820], [2.4749, 3.9113, 0.5025], [2.4931, 1.1820, 0.5978], [-1.3382, 2.6513, 1.7767]], "lowdin_charge": [-0.96, -0.10, -0.11, -0.11, 0.68, 0.10, 0.08, 0.08, 0.10, 0.08, 0.08, 0.10, 0.08, 0.08, -0.12, -0.11, -0.06, 0.14, -0.10, -0.12, 0.14, 0.14, 0.15, 0.14, -0.14, -0.13, -0.08, 0.15, -0.06, -0.12, 0.14, 0.13, 0.14, 0.14, 1.04, 0.12, -0.01, -0.10, -0.03, -0.13, 0.19, 0.14, 0.11, 0.14]}

***

# 4
{"formula": "C20H23N3S2", "method": "ωB97M-V/def2-TZVPD", "e_above_lowest_ev": 3.798, "e_tot_ev": -47251.939, "homo_lumo_gap_ev": 3.6611, "e_homo_ev": -5.68, "lumo_ev": -2.016, "spin_multiplicity": 1, "max_force_ha_per_bohr": 0.0649, "elements": ["C", "N", "C", "C", "N", "C", "S", "S", "C", "C", "H", "H", "H", "H", "H", "H", "H", "H", "H", "H", "H", "C", "C", "N", "C", "C", "C", "C", "C", "C", "C", "C", "C", "C", "C", "C", "H", "H", "H", "H", "H", "H", "H", "H", "H", "H", "H", "H"], "coordinates": [[0.0418, -1.7313, 5.0295], [-0.5095, -0.5993, 4.2495], [0.4449, 0.4457, 3.8171], [-0.3030, 1.6990, 3.3884], [-1.3030, 1.3789, 2.3437], [-1.3242, 1.9914, 1.1148], [-0.0833, 3.0140, 0.6719], [-2.5639, 1.6909, 0.0348], [-2.2196, 0.2806, 2.7191], [-1.4080, -0.9426, 3.1222], [-0.7607, -2.3918, 5.3510], [0.7495, -2.2990, 4.4310], [0.5543, -1.3521, 5.9121], [1.1533, 0.6556, 4.6250], [1.0234, 0.0530, 2.9763], [-0.8380, 2.1304, 4.2404], [0.3877, 2.4664, 3.0203], [-2.8354, 0.6219, 3.5556], [-2.8963, 0.0576, 1.8873], [-0.7850, -1.2626, 2.2821], [-2.0479, -1.7889, 3.3887], [0.0153, 3.8058, -3.7932], [0.6735, 4.3901, -2.6197], [1.6870, 3.7949, -1.9507], [2.2809, 4.3754, -0.7911], [1.9765, 5.5456, -0.1090], [2.7047, 5.8728, 1.0140], [3.7288, 5.0453, 1.4754], [4.0280, 3.8705, 0.8256], [3.2994, 3.5299, -0.3135], [3.3470, 2.3809, -1.1745], [2.3595, 2.5485, -2.1675], [2.1965, 1.5582, -3.1333], [3.0053, 0.4415, -3.0985], [3.9794, 0.2825, -2.1116], [4.1565, 1.2425, -1.1440], [-0.7768, 4.4516, -4.1805], [0.7348, 3.6458, -4.5971], [-0.4332, 2.8418, -3.5478], [0.3346, 5.3465, -2.2599], [1.1742, 6.1712, -0.4537], [2.4792, 6.7833, 1.5431], [4.2896, 5.3271, 2.3513], [4.8029, 3.2140, 1.1785], [1.4500, 1.6668, -3.8980], [2.8921, -0.3201, -3.8525], [4.5998, -0.5987, -2.1072], [4.8986, 1.1355, -0.3735]], "lowdin_charge": [-0.09, -0.23, -0.18, -0.18, -0.20, -1.37, 0.54, 0.43, -0.18, -0.18, 0.07, 0.07, 0.07, 0.12, 0.11, 0.12, 0.05, 0.12, 0.05, 0.12, 0.12, -0.03, 0.05, 0.07, -0.21, -0.04, -0.06, -0.06, 0.00, -0.12, -0.09, -0.10, 0.01, -0.06, -0.06, 0.01, 0.10, 0.10, 0.11, 0.13, 0.11, 0.11, 0.11, 0.11, 0.09, 0.11, 0.11, 0.12]}

***

# 5
{"formula": "C8H10N4", "method": "ωB97M-V/def2-TZVPD", "e_above_lowest_ev": 2.378, "e_tot_ev": -14416.169, "homo_lumo_gap_ev": 8.8593, "e_homo_ev": -8.90, "lumo_ev": -0.036, "spin_multiplicity": 1, "smiles": "CCCc1cnnc2ccnn12", "max_force_ha_per_bohr": 0.0571, "elements": ["C", "C", "C", "C", "C", "C", "C", "C", "H", "H", "H", "H", "H", "H", "H", "H", "H", "H", "N", "N", "N", "N"], "coordinates": [[-2.5538, -1.9365, 0.8350], [-1.3043, -1.3991, 0.0260], [-1.3953, 0.0908, -0.1536], [-0.0824, 0.5498, -0.7255], [0.1377, 0.8945, -2.0549], [2.1397, 1.2280, -0.4059], [3.0299, 1.2819, 0.6512], [2.3502, 0.7202, 1.7200], [-2.6845, -3.1134, 0.6111], [-2.4465, -1.6874, 1.9196], [-3.5033, -1.3809, 0.3755], [-1.3659, -1.8481, -1.0621], [-0.3214, -1.6436, 0.5303], [-2.2561, 0.4615, -0.7428], [-1.5550, 0.5991, 0.7943], [-0.7113, 0.8759, -2.7198], [4.0640, 1.6859, 0.4905], [2.7841, 0.4694, 2.6626], [1.3086, 1.4263, -2.5190], [2.3121, 1.6391, -1.7305], [1.0812, 0.3686, 1.3932], [0.9723, 0.7178, 0.1050]], "lowdin_charge": [-0.12, -0.28, -0.20, -0.18, -0.06, -0.26, -0.03, -0.12, 0.10, 0.07, 0.10, 0.14, 0.11, 0.13, 0.12, 0.11, 0.13, 0.10, 0.00, 0.09, 0.10, -0.04]}

***

# 6
{"formula": "C51H44N6OPSV", "method": "ωB97M-V/def2-TZVPD", "e_above_lowest_ev": 1.379, "e_tot_ev": -110400.959, "homo_lumo_gap_ev": [5.8057, 6.3386], "e_homo_ev": [-3.39, -4.40], "s2": 3.79, "lumo_ev": [2.417, 1.937], "spin_multiplicity": 4, "total_charge": -1, "max_force_ha_per_bohr": 0.0725, "elements": ["V", "C", "C", "C", "C", "C", "C", "N", "C", "C", "C", "C", "C", "C", "N", "N", "C", "C", "C", "C", "C", "N", "H", "H", "H", "H", "H", "H", "H", "H", "H", "H", "H", "H", "H", "C", "C", "N", "C", "C", "C", "S", "N", "C", "O", "C", "C", "C", "C", "C", "C", "H", "H", "H", "H", "H", "H", "H", "H", "H", "H", "H", "H", "H", "H", "H", "C", "C", "C", "C", "C", "C", "P", "C", "C", "C", "C", "C", "C", "C", "C", "C", "C", "C", "C", "C", "C", "C", "C", "H", "H", "H", "H", "H", "H", "H", "H", "H", "H", "H", "H", "H", "H", "H", "H"], "coordinates": [[-0.2303, -0.6374, -0.4688], [4.0136, 1.8813, 1.9195], [3.3055, 1.1033, 2.8345], [1.9995, 0.6523, 2.5410], [1.4238, 1.0866, 1.3483], [2.1002, 1.9796, 0.4873], [3.4565, 2.2108, 0.7371], [0.1034, 0.6890, 0.9790], [-0.9295, 1.0132, 1.8127], [-0.9177, 1.6334, 3.0594], [-2.0848, 1.7580, 3.8014], [-3.3169, 1.3753, 3.3046], [-3.3789, 0.7557, 2.0619], [-2.2171, 0.5488, 1.3561], [-2.1287, -0.1123, 0.2035], [-3.2945, -0.4082, -0.3725], [-2.9966, -1.2430, -1.3744], [-4.0472, -1.9813, -1.9694], [-3.7191, -2.8936, -2.9306], [-2.4644, -2.7603, -3.5453], [-1.5072, -2.1028, -2.9206], [-1.7394, -1.4569, -1.7339], [5.0335, 2.0285, 2.1922], [3.8340, 0.7870, 3.7664], [1.5252, -0.0355, 3.2266], [1.6158, 2.3026, -0.4279], [4.0795, 2.5956, -0.0855], [0.0171, 2.0206, 3.4663], [-1.8831, 2.1822, 4.7705], [-4.2227, 1.4662, 3.9302], [-4.3380, 0.5168, 1.5836], [-5.0894, -1.8332, -1.6045], [-4.3078, -3.7837, -3.1168], [-2.1784, -3.2640, -4.4548], [-0.5808, -1.8683, -3.4282], [-3.8136, 2.9996, -1.1651], [-2.8381, 3.0722, -2.3245], [-1.5009, 3.5144, -1.8417], [-1.4208, 4.9628, -1.5125], [-0.7519, 5.3268, -0.2006], [-0.3212, 2.8782, -2.2054], [-0.3982, 1.1475, -2.2796], [0.8197, 3.5472, -2.3691], [1.6032, 3.2553, -3.4829], [1.2005, 2.6122, -4.4567], [2.9390, 3.8819, -3.4432], [3.6865, 3.9142, -4.6346], [5.0447, 4.2627, -4.5455], [5.7140, 4.5440, -3.3598], [4.9284, 4.6579, -2.2154], [3.5162, 4.3654, -2.2730], [-3.8169, 2.0483, -0.7245], [-4.8851, 3.1056, -1.5119], [-3.6343, 3.8104, -0.4558], [-3.1988, 3.7609, -3.1224], [-2.6706, 2.1069, -2.7795], [-2.4779, 5.3043, -1.6042], [-1.0474, 5.5842, -2.3482], [-0.1571, 4.4582, 0.1135], [-1.5187, 5.5257, 0.6015], [-0.1211, 6.2313, -0.3195], [3.2415, 3.4457, -5.5719], [5.7028, 4.3704, -5.4473], [6.7602, 4.6434, -3.2806], [5.3305, 5.0653, -1.2752], [2.8834, 4.4558, -1.3439], [-2.5138, -6.4128, -0.9642], [-1.3721, -5.8347, -1.4655], [-0.6840, -4.9060, -0.7287], [-1.1737, -4.4986, 0.5329], [-2.3463, -5.1342, 1.0436], [-3.0158, -6.0538, 0.3263], [-0.5732, -2.8871, 1.0922], [-1.3033, -2.5480, 2.7425], [-0.4570, -2.2265, 3.8175], [-1.0428, -1.7106, 4.9611], [-2.4008, -1.5344, 5.1153], [-3.2742, -1.9392, 4.0653], [-2.6763, -2.4385, 2.9088], [1.1941, -3.0527, 1.2287], [1.6168, -3.9092, 2.2558], [3.0368, -4.0551, 2.4108], [3.9769, -3.4435, 1.6300], [3.5042, -2.6883, 0.5397], [4.4186, -2.0942, -0.3676], [4.0087, -1.2523, -1.3687], [2.6150, -1.0247, -1.5042], [1.6503, -1.5448, -0.6932], [2.0956, -2.4639, 0.3118], [-3.0671, -7.2272, -1.5275], [-1.0088, -6.1604, -2.3883], [0.1442, -4.4430, -1.1406], [-2.6719, -4.9042, 2.0563], [-3.9616, -6.5904, 0.5675], [0.6021, -2.5184, 3.8279], [-0.3082, -1.5268, 5.7626], [-2.9005, -1.0445, 5.9748], [-4.3335, -1.7719, 4.1289], [-3.2505, -2.8061, 2.0462], [0.9274, -4.4669, 2.8886], [3.3577, -4.7391, 3.2194], [5.0530, -3.6484, 1.7344], [5.4079, -2.3433, -0.1313], [4.6933, -0.8592, -2.1364], [2.3001, -0.3619, -2.3425]], "lowdin_charge": [0.65, -0.13, -0.08, -0.04, -0.27, 0.00, -0.10, -0.06, -0.22, -0.04, -0.13, -0.13, -0.06, -0.28, -0.10, 0.08, -0.40, -0.01, -0.08, -0.12, -0.16, -0.04, 0.08, 0.10, 0.10, 0.07, 0.10, 0.10, 0.09, 0.10, 0.11, 0.12, 0.10, 0.10, 0.12, -0.07, -0.23, -0.11, -0.25, -0.08, -0.68, 0.74, 0.08, -0.49, 0.00, -0.17, -0.02, -0.11, -0.12, -0.08, -0.03, 0.02, 0.09, 0.07, 0.12, 0.06, 0.10, 0.11, 0.06, 0.08, 0.07, 0.13, 0.10, 0.08, 0.10, 0.12, -0.09, -0.10, -0.08, -0.30, -0.11, -0.10, 1.11, -0.33, -0.09, -0.10, -0.09, -0.07, -0.12, -0.34, -0.10, -0.09, -0.04, -0.17, -0.05, -0.07, -0.14, -0.20, -0.19, 0.11, 0.09, 0.08, 0.09, 0.11, 0.09, 0.11, 0.11, 0.10, 0.10, 0.11, 0.10, 0.12, 0.08, 0.11, 0.09]}